Here is 19 unconnected molecules or ions with the total composition C60H168N10O29 from OMol25. Energies are from the ωB97M-V functional and the def2-TZVPD basis.

The geometry in ORCA input format:
```
! wB97M-V def2-TZVPD RIJCOSX def2/J DEFGRID3
* xyz 0 1
C 3.21 7.18 -0.05
O 4.30 6.42 -0.48
C 4.39 6.35 -1.90
C 5.71 5.74 -2.32
N 6.86 6.46 -1.75
C 8.09 5.74 -1.90
C 9.28 6.36 -1.18
O 9.00 6.19 0.20
C 10.03 6.68 1.03
H 3.10 8.20 -0.42
H 3.30 7.24 1.04
H 2.28 6.65 -0.26
H 4.32 7.35 -2.34
H 3.54 5.82 -2.33
H 5.80 5.95 -3.39
H 5.82 4.66 -2.19
H 6.65 6.71 -0.79
H 8.29 5.57 -2.97
H 8.00 4.70 -1.53
H 9.28 7.43 -1.43
H 10.26 5.98 -1.49
H 10.94 6.06 0.97
H 9.70 6.50 2.05
H 10.27 7.73 0.86
C 5.08 1.20 -1.69
O 4.48 1.42 -0.41
C 3.67 0.34 0.04
C 3.32 0.71 1.46
N 2.18 1.62 1.53
C 1.93 2.13 2.88
C 0.75 3.12 2.85
O 0.97 4.44 2.34
C 2.13 5.00 2.93
H 5.91 1.90 -1.76
H 4.41 1.31 -2.54
H 5.49 0.19 -1.69
H 4.28 -0.57 -0.02
H 2.78 0.18 -0.59
H 4.21 1.00 2.03
H 3.03 -0.24 1.92
H 2.36 2.41 0.92
H 2.85 2.53 3.30
H 1.58 1.27 3.46
H 0.25 3.19 3.82
H -0.08 2.59 2.37
H 2.19 4.75 3.99
H 2.00 6.07 2.82
H 3.08 4.69 2.49
C -6.54 0.93 11.51
O -6.78 0.71 10.14
C -7.63 -0.38 9.87
C -7.98 -0.58 8.42
N -6.95 -1.35 7.75
C -6.98 -1.23 6.31
C -5.95 -2.09 5.61
O -4.68 -1.53 5.92
C -3.65 -2.00 5.08
H -6.12 0.02 11.95
H -7.47 1.14 12.06
H -5.85 1.77 11.54
H -8.52 -0.29 10.50
H -7.11 -1.26 10.29
H -8.07 0.41 7.94
H -8.98 -1.01 8.27
H -6.03 -1.27 8.16
H -6.77 -0.17 6.07
H -8.00 -1.44 5.97
H -6.14 -2.09 4.53
H -5.97 -3.13 5.95
H -3.85 -1.74 4.04
H -3.60 -3.10 5.04
H -2.69 -1.65 5.44
C -3.03 -7.48 0.82
O -2.55 -6.38 0.07
C -2.71 -6.63 -1.31
C -2.82 -5.26 -2.05
N -4.03 -4.53 -1.71
C -5.24 -5.07 -2.36
C -6.46 -4.58 -1.58
O -6.39 -4.98 -0.23
C -7.12 -6.12 0.08
H -4.12 -7.54 0.78
H -2.73 -7.44 1.87
H -2.60 -8.43 0.48
H -3.58 -7.26 -1.53
H -1.81 -7.12 -1.69
H -2.69 -5.48 -3.11
H -1.95 -4.71 -1.68
H -4.20 -4.70 -0.72
H -5.26 -6.17 -2.42
H -5.24 -4.71 -3.39
H -7.35 -4.95 -2.10
H -6.44 -3.49 -1.64
H -6.78 -7.04 -0.41
H -8.19 -6.04 -0.16
H -7.07 -6.31 1.15
C -0.49 3.89 -4.38
O -1.80 3.37 -4.46
C -1.78 2.01 -4.06
C -3.18 1.41 -4.21
N -4.15 1.94 -3.26
C -5.51 1.37 -3.42
C -6.22 2.00 -4.59
O -6.67 3.29 -4.25
C -7.66 3.78 -5.14
H 0.24 3.37 -5.00
H -0.17 3.97 -3.34
H -0.50 4.90 -4.82
H -1.48 1.84 -3.01
H -1.07 1.36 -4.58
H -3.07 0.36 -3.93
H -3.49 1.50 -5.26
H -4.24 2.93 -3.48
H -6.09 1.67 -2.54
H -5.50 0.28 -3.37
H -7.11 1.41 -4.86
H -5.58 1.92 -5.48
H -7.45 3.59 -6.20
H -7.77 4.85 -4.99
H -8.57 3.21 -4.96
C 3.88 3.89 -4.84
O 4.36 3.01 -5.83
C 4.27 3.57 -7.13
C 4.54 2.50 -8.17
N 3.39 1.61 -8.35
C 3.62 0.54 -9.33
C 4.53 -0.57 -8.79
O 5.86 -0.20 -9.15
C 6.83 -1.08 -8.63
H 3.99 3.36 -3.90
H 2.83 4.17 -5.03
H 4.44 4.82 -4.71
H 5.06 4.33 -7.23
H 3.31 4.09 -7.28
H 5.50 2.01 -7.98
H 4.71 2.94 -9.16
H 3.14 1.19 -7.46
H 3.98 0.90 -10.29
H 2.62 0.11 -9.48
H 4.37 -1.50 -9.35
H 4.43 -0.69 -7.71
H 7.81 -0.78 -9.00
H 6.57 -2.13 -8.80
H 6.86 -0.98 -7.53
C 1.74 3.84 -1.41
O 0.79 2.86 -1.73
C -0.41 2.82 -0.99
C -0.99 1.42 -0.78
N -0.38 0.75 0.38
C 0.02 -0.62 0.10
C -1.12 -1.64 0.07
O -1.77 -1.78 1.32
C -2.48 -2.99 1.50
H 2.55 3.78 -2.13
H 2.18 3.76 -0.42
H 1.34 4.86 -1.52
H -1.24 3.32 -1.51
H -0.39 3.30 -0.01
H -0.95 0.79 -1.66
H -2.03 1.58 -0.51
H 0.43 1.23 0.75
H 0.74 -1.02 0.83
H 0.52 -0.67 -0.87
H -0.68 -2.59 -0.25
H -1.87 -1.36 -0.68
H -2.82 -3.13 2.52
H -1.86 -3.83 1.16
H -3.41 -2.97 0.92
C -5.06 -2.92 2.27
O -5.31 -1.56 2.47
C -4.21 -0.70 2.20
C -4.67 0.74 2.24
N -5.25 1.24 1.01
C -5.27 2.71 0.93
C -3.93 3.25 0.41
O -4.07 4.60 0.07
C -2.95 5.09 -0.61
H -5.94 -3.51 2.53
H -4.25 -3.26 2.94
H -4.71 -3.06 1.25
H -3.77 -0.98 1.24
H -3.47 -0.88 2.99
H -3.84 1.39 2.53
H -5.33 0.78 3.12
H -6.19 0.89 0.88
H -5.42 3.12 1.94
H -6.13 3.11 0.40
H -3.74 2.66 -0.50
H -3.12 3.07 1.13
H -1.95 4.96 -0.19
H -3.04 6.17 -0.73
H -2.89 4.69 -1.64
C -0.47 -6.63 0.41
O 0.55 -6.50 1.38
C 0.34 -5.41 2.26
C 1.61 -5.13 3.02
N 1.47 -4.03 3.96
C 1.02 -2.79 3.30
C 1.59 -1.59 4.02
O 3.00 -1.53 3.85
C 3.67 -0.92 4.92
H -1.49 -6.76 0.77
H -0.20 -7.50 -0.18
H -0.37 -5.82 -0.33
H -0.49 -5.57 2.97
H 0.02 -4.52 1.71
H 2.37 -4.94 2.24
H 1.97 -6.03 3.52
H 2.42 -3.81 4.26
H -0.07 -2.70 3.23
H 1.48 -2.79 2.30
H 1.34 -1.68 5.09
H 1.09 -0.69 3.66
H 3.16 -0.02 5.27
H 4.68 -0.59 4.69
H 3.71 -1.54 5.82
C 3.80 -6.54 5.83
O 4.33 -5.47 5.06
C 5.67 -5.71 4.62
C 6.09 -4.60 3.69
N 5.33 -4.58 2.45
C 5.80 -3.54 1.52
C 4.89 -3.61 0.31
O 3.55 -3.42 0.74
C 2.65 -3.15 -0.29
H 2.93 -6.06 6.27
H 4.45 -6.83 6.67
H 3.62 -7.47 5.28
H 5.70 -6.71 4.18
H 6.31 -5.78 5.50
H 7.15 -4.65 3.44
H 5.96 -3.63 4.19
H 4.36 -4.40 2.69
H 6.86 -3.74 1.33
H 5.78 -2.55 1.99
H 4.94 -4.57 -0.20
H 5.19 -2.86 -0.44
H 1.62 -3.33 0.05
H 2.89 -3.81 -1.13
H 2.65 -2.09 -0.58
O -3.02 -1.96 -2.52
H -3.20 -1.30 -1.81
H -3.56 -2.74 -2.30
O 3.43 -1.23 -3.30
H 2.72 -0.57 -3.19
H 3.31 -1.56 -4.19
O -3.80 0.17 -1.09
H -4.42 0.54 -0.41
H -3.90 0.75 -1.88
O 0.62 -4.13 -2.71
H 1.21 -4.04 -3.47
H 0.58 -5.08 -2.55
O 0.93 7.61 -2.11
H 0.78 7.35 -3.03
H 1.09 8.56 -2.14
O 1.38 0.70 -3.46
H 0.99 1.34 -2.83
H 0.78 -0.07 -3.43
O -0.38 -1.41 -3.06
H -1.33 -1.59 -3.08
H 0.06 -2.28 -3.08
O -0.05 6.56 0.77
H 0.10 7.09 -0.03
H 0.78 6.10 0.92
O -1.09 0.11 3.06
H -0.92 0.57 2.21
H -1.52 -0.72 2.76
*
```

Summary:
frontier orbital gap = 8.2449 eV
energy = -139206.673 eV
HOMO level = -8.10 eV